Record 1
Molecular formula: C23H30N2O4S
Method: DFT, wB97M-V/def2-TZVPD

Each atom is followed by the atoms it is bonded to, with distances in Å.
Positions of all 60 atoms, in Å:
1 C 4.60490 4.95783 1.36052  O2 1.405, H31 1.095, H32 1.095, H33 1.089
2 O 3.43803 4.22662 1.08072  C1 1.405, C3 1.364
3 C 3.54455 3.08323 0.34516  O2 1.364, C4 1.390, C30 1.396
4 C 4.73446 2.56412 -0.15101  C3 1.390, C5 1.386, H34 1.079
5 C 4.71926 1.38914 -0.88602  C4 1.386, C6 1.386, H35 1.082
6 C 3.53469 0.72058 -1.14972  C5 1.386, C7 1.505, C29 1.393
7 C 3.53138 -0.58633 -1.89621  C6 1.505, N8 1.452, H36 1.096, H37 1.093
8 N 3.36424 -1.68912 -0.96668  C7 1.452, C9 1.351, H38 1.008
9 C 2.29408 -2.51339 -0.98591  N8 1.351, O10 1.214, C11 1.530
10 O 1.49759 -2.52692 -1.90169  C9 1.214
11 C 2.23301 -3.43619 0.23345  C9 1.530, C12 1.530, C28 1.534, H39 1.097
12 C 1.18552 -4.53934 0.06624  C11 1.530, C13 1.527, H40 1.091, H41 1.093
13 C -0.23244 -3.97388 0.03448  C12 1.527, C14 1.529, H42 1.090, H43 1.093
14 C -0.52826 -3.12255 1.26989  C13 1.529, C15 1.536, C27 1.528, H44 1.097
15 C -1.94036 -2.52097 1.20538  C14 1.536, N16 1.446, H45 1.091, H46 1.096
16 N -2.13231 -1.55258 0.14888  C15 1.446, S17 1.672, H47 1.009
17 S -1.81676 0.06026 0.45820  N16 1.672, O18 1.435, O19 1.437, C20 1.784
18 O -1.61025 0.24685 1.86578  S17 1.435
19 O -0.81576 0.52960 -0.46054  S17 1.437
20 C -3.38855 0.77261 0.00600  S17 1.784, C21 1.381, C26 1.380
21 C -3.60659 1.18978 -1.29211  C20 1.381, C22 1.383, H48 1.078
22 C -4.84394 1.70097 -1.64005  C21 1.383, C23 1.392, H49 1.080
23 C -5.86424 1.79480 -0.69761  C22 1.392, C24 1.498, C25 1.391
24 C -7.20720 2.32943 -1.08949  C23 1.498, H50 1.090, H51 1.088, H52 1.087
25 C -5.61988 1.37000 0.60423  C23 1.391, C26 1.384, H53 1.080
26 C -4.38406 0.85779 0.95809  C20 1.380, C25 1.384, H54 1.078
27 C 0.52373 -2.02414 1.41842  C14 1.528, C28 1.524, H55 1.091, H56 1.091
28 C 1.92326 -2.62332 1.49738  C11 1.534, C27 1.524, H57 1.092, H58 1.094
29 C 2.34570 1.24525 -0.64893  C6 1.393, C30 1.377, H59 1.079
30 C 2.34961 2.40810 0.08857  C3 1.396, C29 1.377, H60 1.078
31 H 5.31740 4.37177 1.95091  C1 1.095
32 H 5.09303 5.30513 0.44363  C1 1.095
33 H 4.28105 5.81934 1.94267  C1 1.089
34 H 5.67732 3.05781 0.02664  C4 1.079
35 H 5.65358 0.99608 -1.26345  C5 1.082
36 H 4.46777 -0.71781 -2.45017  C7 1.096
37 H 2.69009 -0.64299 -2.59096  C7 1.093
38 H 3.97062 -1.68596 -0.16159  N8 1.008
39 H 3.22152 -3.90113 0.33852  C11 1.097
40 H 1.37567 -5.08029 -0.86252  C12 1.091
41 H 1.28374 -5.24294 0.89745  C12 1.093
42 H -0.32948 -3.36883 -0.86673  C13 1.090
43 H -0.94967 -4.79633 -0.02783  C13 1.093
44 H -0.49155 -3.76658 2.15745  C14 1.097
45 H -2.15526 -1.98773 2.13316  C15 1.091
46 H -2.68024 -3.31866 1.07306  C15 1.096
47 H -1.71925 -1.82797 -0.72949  N16 1.009
48 H -2.79955 1.12149 -2.00401  C21 1.078
49 H -5.02336 2.03393 -2.65189  C22 1.080
50 H -7.78577 1.54934 -1.58474  C24 1.090
51 H -7.10485 3.15993 -1.78410  C24 1.088
52 H -7.76412 2.66290 -0.21785  C24 1.087
53 H -6.40266 1.44385 1.34496  C25 1.080
54 H -4.16987 0.53556 1.96444  C26 1.078
55 H 0.46996 -1.34645 0.56472  C27 1.091
56 H 0.31682 -1.43378 2.31268  C27 1.091
57 H 2.65424 -1.82301 1.63284  C28 1.092
58 H 1.98885 -3.28525 2.36537  C28 1.094
59 H 1.40570 0.74877 -0.83605  C29 1.079
60 H 1.42853 2.81106 0.47716  C30 1.078

net charge = 0
SMILES = COc1ccc(CNC(=O)[C@H]2CC[C@@H](CNS(=O)(=O)c3ccc(C)cc3)CC2)cc1
LUMO level = 0.761 eV
orbital gap = 8.98 eV
relative energy (zero: lowest compared OMol25 entry of this formula, charge and spin) = 20.3 kJ/mol
HOMO = -8.22 eV

---

Record 2
Molecular formula: C3H10N2O2
Method: DFT, wB97M-V/def2-TZVPD

Each atom is followed by the atoms it is bonded to, with distances in Å.
Positions of all 17 atoms, in Å:
1 N -0.79763 0.22572 2.11038  C2 1.456, H7 1.005, H8 1.019
2 C -0.09735 0.77474 0.95847  N1 1.456, N3 1.482, H9 1.093, H10 1.098
3 N 0.18490 -0.21616 -0.10687  C2 1.482, C4 1.439, H11 1.011
4 C 0.94418 0.35835 -1.18609  N3 1.439, C5 1.502, H12 1.090, H13 1.102
5 C 2.40799 0.01972 -1.17778  C4 1.502, O6 1.201, H14 1.110
6 O 3.26891 0.73634 -1.61212  C5 1.201
7 H -1.77227 0.44788 2.00360  N1 1.005
8 H -0.80062 -0.78884 2.01483  N1 1.019
9 H -0.71335 1.52188 0.45166  C2 1.093
10 H 0.83184 1.28192 1.25047  C2 1.098
11 H 0.52825 -1.09788 0.24883  N3 1.011
12 H 0.87200 1.44550 -1.20527  C4 1.090
13 H 0.50753 0.17235 -2.18109  C4 1.102
14 H 2.69902 -0.94548 -0.71277  C5 1.110
15 O -2.86465 -1.40650 0.06664  H16 0.964, H17 0.964
16 H -2.81666 -1.92185 -0.74616  O15 0.964
17 H -2.38207 -0.60769 -0.17671  O15 0.964

net charge = 0
SMILES = NCNCC=O.O
LUMO level = 0.642 eV
orbital gap = 9.89 eV
relative energy (zero: lowest compared OMol25 entry of this formula, charge and spin) = 215.4 kJ/mol
HOMO = -9.25 eV

---

Record 3
Molecular formula: C5H8O
Method: DFT, wB97M-V/def2-TZVPD

Each atom is followed by the atoms it is bonded to, with distances in Å.
Positions of all 14 atoms, in Å:
1 C -0.13523 1.98210 0.17513  C2 1.371, H7 1.088, H8 0.996
2 C -0.57184 0.72903 0.51886  C1 1.371, C3 1.606, H9 1.114
3 C -0.39964 -0.78772 0.02031  C2 1.606, C4 1.458, C5 1.443, H10 1.082
4 C 0.15425 -0.63974 -1.32028  C3 1.458, H11 1.153, H12 1.119, H13 1.152
5 C 0.50463 -1.14967 1.08453  C3 1.443, O6 1.243, H14 1.209
6 O 0.43425 -2.05431 1.93481  C5 1.243
7 H 0.14009 2.01747 -0.87640  C1 1.088
8 H -0.15015 2.74498 0.81559  C1 0.996
9 H -1.31208 0.78791 1.34955  C2 1.114
10 H -1.37171 -1.26348 0.03186  C3 1.082
11 H -0.61386 -0.07246 -1.96740  C4 1.153
12 H 0.59848 -1.62087 -1.62410  C4 1.119
13 H 1.13105 -0.03133 -1.37180  C4 1.152
14 H 1.59176 -0.64191 1.22933  C5 1.209

net charge = 0
SMILES = C=C[C@@H](C)C=O
LUMO level = 0.433 eV
orbital gap = 10.18 eV
relative energy (zero: lowest compared OMol25 entry of this formula, charge and spin) = 309.6 kJ/mol
HOMO = -9.74 eV